[1]
{
  "formula": "C24H53BrClNO11PS3",
  "method": "wB97M-V/def2-TZVPD",
  "elements": ["C", "O", "H", "H", "H", "H", "H", "H", "O", "C", "H", "O", "H", "H", "H", "H", "O", "H", "C", "C", "H", "O", "H", "H", "H", "C", "C", "H", "O", "C", "H", "O", "H", "C", "C", "C", "H", "C", "H", "H", "C", "O", "C", "H", "C", "H", "H", "H", "H", "S", "S", "H", "H", "C", "H", "H", "Cl", "H", "H", "H", "C", "H", "H", "H", "H", "C", "H", "H", "H", "C", "C", "H", "Br", "O", "H", "C", "H", "H", "N", "H", "H", "C", "C", "H", "H", "H", "H", "S", "C", "C", "H", "O", "O", "H", "P"],
  "xyz": [[0.1201, 2.8973, -3.5628], [2.4900, -2.0268, 5.0340], [1.2000, 1.0323, -3.7416], [-5.5798, -6.0114, 2.7116], [-7.4527, -4.3430, 1.9741], [3.0381, -0.0919, 4.5329], [0.9448, 1.4523, 2.0740], [5.0938, -5.8693, 3.8783], [-5.4155, -4.0404, 2.0721], [0.2300, 3.8821, -4.7286], [-4.7721, -0.3985, 3.4565], [4.7740, 2.4609, -2.7999], [2.3673, -1.6596, 3.0022], [1.4051, 2.8175, -1.3291], [-1.1788, 4.8951, -6.0069], [-5.4755, 0.6644, 1.2798], [4.0746, -5.2805, 5.5798], [3.7430, -7.2719, 5.1015], [-4.7523, -0.1562, 1.3601], [2.1001, 2.4693, -5.6689], [2.7988, -0.4475, 6.2585], [-1.4756, -0.3432, 0.2866], [1.2396, -0.1699, -1.9048], [-1.9744, -1.1675, 0.4448], [1.2073, -0.6843, 0.3396], [1.7156, 1.9077, -1.8533], [0.2267, 6.9324, -4.7660], [0.6291, 6.5039, -5.6837], [3.8408, -3.7990, 2.9049], [0.7273, 3.1153, -5.9484], [2.7770, 1.7633, -1.6589], [-4.7877, -0.9527, 0.1831], [-0.8035, 5.9448, -3.1563], [-7.0256, -2.2506, 1.9526], [-4.9499, -5.1243, 2.8440], [1.3239, 0.3878, 0.1762], [2.3364, -4.4684, 4.1813], [2.4201, -0.6405, 5.2569], [1.5928, 5.9514, -3.0317], [5.0478, 3.0200, -5.4706], [-5.0707, -0.9836, 2.5844], [-1.9635, 1.1352, 2.2043], [5.0821, -5.0550, 4.6141], [-4.9191, -0.8345, -1.8368], [2.4974, -3.7644, 3.3624], [2.0811, 1.4014, -5.8870], [-1.8771, 6.6114, -4.3618], [-0.0664, 3.4771, -2.6601], [3.1912, -6.7156, 6.6978], [-0.9856, 0.2245, 1.7045], [1.5984, 7.1742, -3.5818], [6.0636, -5.0211, 5.1081], [0.9197, -2.3747, 3.7525], [3.9862, -6.6349, 5.9597], [4.6547, -2.9474, 4.6222], [4.7456, 3.4309, -2.8238], [0.8933, 4.1410, -7.3935], [-0.1009, 0.8512, -1.3391], [1.0206, 4.5879, -4.4388], [2.3725, 0.6196, 0.3768], [4.8518, -3.7430, 3.9000], [1.9004, -4.0909, 2.5077], [-5.7623, 0.4709, -0.9715], [0.0165, 2.0472, 0.7023], [-4.9210, -4.8688, 3.9092], [-4.8699, -0.1645, -0.9801], [-6.8532, -3.6948, 3.5204], [-3.9413, -5.3567, 2.5078], [-3.7517, 0.2842, 1.4778], [2.0148, -2.3863, 3.7488], [-6.7300, -3.6528, 2.4312], [2.6757, 3.5680, -3.9831], [-1.3825, 1.6779, -3.7027], [-0.5544, -0.8887, 2.4930], [4.9224, -6.9883, 6.4072], [0.9743, 0.6870, -1.2820], [-8.1038, -2.0980, 2.0286], [0.0043, 2.3392, -6.1956], [2.5129, 2.5849, -4.2149], [5.7693, -3.4985, 3.3605], [2.8584, 2.9373, -6.2860], [0.4309, 1.1469, 1.1627], [1.3920, 2.0285, -3.3456], [-6.7369, -2.1366, 0.9052], [-4.4933, -1.9120, 2.5796], [1.3883, -0.2739, 5.1904], [-1.9222, 4.2072, -4.5721], [3.8369, -0.1745, -3.7718], [-1.0358, 4.7231, -4.9404], [-0.9349, 6.0778, -4.2342], [-0.0861, 7.9551, -4.9679], [4.9063, 2.0731, -5.3065], [-6.4514, -1.2362, 2.7618], [-3.9797, 0.4731, -1.0761], [4.1110, 1.6599, -4.0016]],
  "lowdin_charge": [-0.57, -0.19, 0.10, 0.09, 0.13, 0.08, 0.12, 0.13, -0.20, -0.39, 0.13, -0.14, 0.12, 0.13, 0.10, 0.14, -0.20, 0.09, -0.20, -0.16, 0.09, -0.16, 0.11, 0.11, 0.12, -0.16, -0.53, 0.04, -0.13, -0.61, 0.08, -0.20, 0.10, -0.18, -0.11, -0.20, 0.13, -0.11, -0.19, 0.11, -0.18, -0.27, -0.21, 0.09, -0.18, 0.13, 0.12, 0.10, 0.09, 0.59, 0.73, 0.13, 0.11, -0.11, 0.12, 0.11, 0.73, 0.07, 0.09, 0.12, -0.19, 0.13, 0.09, 0.11, 0.09, -0.11, 0.13, 0.09, 0.08, -0.21, -0.21, 0.15, 0.88, -0.26, 0.09, -0.21, 0.13, 0.10, -0.11, 0.13, 0.10, -0.21, -0.35, 0.12, 0.12, 0.09, 0.09, 0.53, -0.19, -0.24, 0.07, -0.15, -0.12, 0.08, 0.18],
  "orbital_gap_ha": 0.2459,
  "homo_energy_ev": -10.49,
  "lumo_energy_ev": -3.80,
  "total_charge": 1,
  "multiplicity": 1,
  "fmax_ev_per_a": 0.67
}

---

[2]
{
  "formula": "C24H53CrO20S3",
  "method": "wB97M-V/def2-TZVPD",
  "elements": ["H", "H", "O", "O", "O", "H", "C", "C", "H", "H", "O", "H", "C", "O", "H", "C", "H", "H", "O", "H", "H", "H", "H", "H", "C", "C", "O", "H", "O", "H", "C", "O", "H", "H", "H", "C", "O", "H", "H", "C", "H", "C", "O", "O", "H", "C", "H", "H", "C", "H", "H", "H", "H", "C", "S", "C", "H", "S", "O", "C", "C", "C", "C", "C", "H", "H", "H", "C", "H", "O", "H", "O", "H", "H", "H", "S", "H", "H", "O", "H", "H", "C", "C", "C", "H", "H", "H", "H", "Cr", "H", "H", "O", "H", "O", "O", "H", "H", "O", "H", "H", "C"],
  "xyz": [[-0.1456, 1.4260, -4.8518], [-3.6246, -0.4803, 2.8660], [-2.6895, 1.0886, -3.6289], [-1.0265, 4.0158, -0.0485], [-1.7211, -1.4585, 0.4316], [-4.0719, 1.1304, -0.2541], [4.1461, 0.1558, 1.1642], [-0.3398, 1.1455, -3.8134], [-0.2348, -0.9480, -4.3728], [-4.2831, 3.5864, 1.2270], [6.3725, -2.2570, 2.2533], [-2.2501, 0.0086, -5.3104], [-2.8900, -1.7422, 0.2831], [-3.8423, -0.9309, -0.1372], [4.9064, -1.4095, -2.3564], [-3.5055, 0.3218, -0.7141], [4.1959, 0.1060, -2.3371], [-2.9965, 2.2614, 1.1790], [-0.7090, 0.8865, 5.6458], [-5.8544, -0.9099, 3.7522], [-4.6220, -1.7886, 4.6552], [-2.0232, -4.3256, 0.5727], [-0.8301, -0.7284, 3.2438], [-5.4327, -0.3270, 5.3279], [-4.0773, 7.1793, -0.8219], [0.7902, -3.5070, 2.1157], [5.0416, -0.6126, 1.9599], [6.3247, -4.1540, 1.4198], [4.1710, -0.8698, -4.2414], [-3.3436, 7.9799, -0.7363], [-5.0138, -0.7947, 4.4395], [-3.4747, -2.8729, 0.6200], [0.8248, -3.3573, 3.1973], [1.8570, -1.3252, -2.5473], [7.3963, -3.9835, 2.7789], [5.5168, -1.7140, 1.4089], [4.8010, 0.2323, -6.3342], [0.2132, -0.4821, 0.4036], [2.3187, 0.7853, -5.1837], [-0.8090, -0.2795, -3.7234], [-0.1055, 0.9032, 2.7145], [0.6574, -5.0270, 1.9116], [1.9833, -5.5076, 1.9825], [5.6346, 1.1395, -4.1581], [-4.2041, 1.0223, 3.5346], [2.8733, -1.6332, -2.2955], [-3.3692, -4.5884, 1.7512], [7.8851, -3.2977, 1.2726], [0.9447, 0.9180, -0.4261], [-1.5719, 1.9733, -2.1600], [-2.1099, -3.3727, 2.0683], [0.5968, 1.4256, -3.3285], [0.0351, -2.8626, 1.6692], [2.1382, -3.2476, 1.4560], [-2.4672, 4.2117, -0.0513], [-2.2253, -0.1393, -4.2311], [2.8827, 1.5979, -3.6519], [-1.6160, 1.1061, 4.5533], [-2.0473, 2.4516, 4.2543], [-0.9722, 0.3272, 3.0381], [-3.8965, 0.0058, 3.8098], [-3.9249, 6.3209, 0.4183], [4.0789, -0.8658, -2.8231], [-2.6983, -3.8695, 1.2957], [-2.8055, -0.9968, -3.8942], [4.5056, 0.2042, 0.1388], [-1.6390, 2.8971, -3.6896], [3.0637, 1.4175, -4.7067], [2.8960, -1.5816, -1.2065], [0.0282, 1.6273, 0.0655], [2.6898, -2.4312, 1.9234], [-3.2313, 4.0365, -1.2516], [-4.0812, 6.6126, -1.7519], [-5.0535, 7.6706, -0.8439], [3.1500, -0.2738, 1.2414], [4.5994, 0.5091, -4.9379], [0.2748, -5.2697, 0.9087], [-2.8752, 3.7068, 2.2429], [-2.8677, 0.1153, 4.7921], [1.9551, -2.9458, 0.4203], [-3.9768, 6.9918, 1.2789], [7.0105, -3.4577, 1.9061], [-3.2329, 3.3131, 1.2926], [2.8991, -4.5668, 1.4253], [-0.7511, -0.7239, -2.7264], [3.1036, -4.9349, 0.4155], [-2.4513, 0.5645, -0.5681], [-4.7453, 5.6065, 0.5179], [1.1880, 3.5171, -0.4806], [3.0474, -2.6784, -2.5539], [4.1213, 1.1488, 1.6082], [1.8277, 1.5400, -1.0880], [-1.6524, 0.4627, 2.1969], [1.0821, -0.3391, -0.0408], [-2.6301, 5.7192, 0.5435], [0.0267, -5.4971, 2.6634], [3.8398, -4.5187, 1.9738], [5.2700, -2.1313, 0.3099], [3.1454, 2.3630, -5.2405], [-3.7460, 0.3762, -1.7725], [-1.5522, 1.9045, -3.2486]],
  "lowdin_charge": [0.12, 0.10, -0.16, -0.37, 0.09, 0.09, -0.03, -0.17, 0.12, 0.08, 0.02, 0.13, -0.61, 0.04, 0.12, -0.02, 0.10, 0.05, -0.25, 0.09, 0.09, 0.10, 0.07, 0.09, -0.06, -0.16, 0.02, 0.09, -0.23, 0.09, -0.05, 0.03, 0.12, 0.06, 0.10, -0.63, -0.26, 0.11, 0.07, -0.17, 0.07, -0.21, -0.13, -0.28, 0.12, -0.05, 0.11, 0.10, -0.74, 0.08, 0.08, 0.08, 0.07, -0.17, 0.66, -0.17, 0.04, 0.63, -0.29, -0.11, -0.28, -0.27, -0.28, 0.00, 0.12, 0.09, 0.12, -0.12, 0.04, -0.04, 0.10, -0.23, 0.08, 0.09, 0.07, 0.61, 0.12, 0.07, -0.25, 0.10, 0.13, -0.05, -0.08, -0.17, 0.11, 0.12, 0.08, 0.12, 1.28, 0.09, 0.10, -0.05, 0.03, 0.15, -0.24, 0.12, 0.11, 0.13, 0.08, 0.09, -0.17],
  "orbital_gap_ha": [0.1818, 0.2102],
  "homo_energy_ev": [-11.43, -11.43],
  "lumo_energy_ev": [-6.49, -5.71],
  "total_charge": 1,
  "multiplicity": 5,
  "fmax_ev_per_a": 4.09
}

---

Record order is preserved below.
DFT total energy: -6398.50166; -4689.76717 hartree